1.
{"formula": "C33H57BrCuN2O2Si", "method": "ωB97M-V with the def2-TZVPD basis set", "species": ["O", "O", "C", "C", "H", "H", "H", "H", "H", "C", "C", "H", "H", "H", "H", "H", "C", "C", "C", "H", "H", "H", "H", "H", "C", "H", "H", "H", "H", "H", "H", "N", "C", "C", "C", "C", "H", "H", "H", "C", "H", "H", "H", "N", "C", "C", "C", "C", "H", "C", "H", "C", "H", "C", "C", "C", "C", "C", "C", "H", "C", "H", "C", "H", "C", "C", "Cu", "H", "H", "H", "H", "H", "H", "H", "H", "H", "H", "H", "H", "H", "C", "Si", "H", "H", "C", "C", "C", "H", "H", "H", "H", "H", "H", "H", "H", "H", "Br"], "positions_angstrom": [[-1.561, 1.037, 0.087], [1.607, 0.802, -4.031], [-2.601, 0.765, -0.867], [-3.919, 1.425, -0.556], [-2.720, -0.326, -0.819], [-2.231, 1.042, -1.866], [-4.264, 1.163, 0.451], [-4.684, 1.077, -1.258], [-3.854, 2.515, -0.640], [-1.317, 2.436, 0.255], [-0.858, 3.148, -1.002], [-0.550, 2.518, 1.043], [-2.238, 2.910, 0.635], [0.076, 2.709, -1.379], [-0.665, 4.199, -0.755], [-1.625, 3.105, -1.784], [3.044, 0.797, -4.020], [0.988, 1.300, -5.225], [3.627, 1.941, -3.204], [3.442, 0.829, -5.049], [3.319, -0.159, -3.550], [3.349, 2.916, -3.625], [4.720, 1.879, -3.206], [3.292, 1.884, -2.160], [1.373, 2.720, -5.607], [-0.089, 1.252, -5.030], [1.234, 0.612, -6.049], [1.190, 3.428, -4.791], [0.767, 3.043, -6.457], [2.420, 2.784, -5.915], [0.877, -1.370, -2.928], [-1.653, 0.552, 3.392], [-1.302, 0.092, 4.597], [-0.243, -0.798, 4.787], [0.734, -1.199, 3.861], [-2.046, 0.565, 5.828], [-3.137, 0.588, 5.666], [-1.727, 1.576, 6.142], [-1.831, -0.133, 6.646], [1.942, -1.933, 4.382], [2.879, -1.495, 4.010], [1.921, -2.994, 4.090], [1.941, -1.878, 5.477], [0.629, -0.960, 2.558], [-2.529, 1.655, 3.272], [-3.910, 1.435, 3.083], [-4.473, 0.047, 3.038], [-4.770, 2.527, 2.982], [-5.835, 2.336, 2.817], [-4.292, 3.833, 3.087], [-4.983, 4.679, 3.009], [-2.937, 4.045, 3.346], [-2.556, 5.063, 3.471], [-2.046, 2.980, 3.437], [-0.596, 3.238, 3.719], [1.685, -1.155, 1.639], [1.951, -2.441, 1.102], [1.046, -3.595, 1.381], [3.120, -2.648, 0.368], [3.346, -3.654, 0.020], [3.986, -1.589, 0.089], [4.880, -1.759, -0.506], [3.704, -0.318, 0.591], [4.386, 0.510, 0.399], [2.573, -0.084, 1.365], [2.314, 1.270, 1.954], [-1.248, -0.765, 1.939], [-4.806, -0.219, 2.028], [-5.338, -0.023, 3.709], [-3.737, -0.704, 3.339], [0.024, 2.374, 3.457], [-0.418, 3.461, 4.781], [-0.238, 4.104, 3.147], [1.263, -4.416, 0.685], [-0.010, -3.318, 1.255], [1.183, -3.984, 2.399], [2.168, 1.218, 3.042], [1.423, 1.743, 1.520], [3.167, 1.934, 1.764], [-0.076, -1.122, 5.815], [1.185, -2.394, -2.628], [0.927, -3.671, -3.993], [2.253, -2.345, -2.376], [0.628, -2.659, -1.719], [-0.656, -3.181, -4.888], [0.752, -5.425, -3.334], [2.367, -3.620, -5.211], [2.253, -4.394, -5.984], [3.324, -3.786, -4.697], [2.412, -2.639, -5.706], [-1.529, -3.348, -4.242], [-0.791, -3.759, -5.812], [-0.619, -2.114, -5.145], [0.077, -5.456, -2.467], [1.723, -5.833, -3.022], [0.339, -6.091, -4.106], [-2.322, -2.307, 0.653]], "forces_ev_per_a": [[-0.1335, 0.2321, 0.0618], [0.1975, 0.4594, -0.2408], [0.3954, -0.6493, -0.1543], [-0.2917, 0.2323, 0.0662], [0.0921, 0.4762, -0.2559], [-0.1788, -0.1212, 0.1571], [0.1444, 0.1488, -0.1878], [0.1656, 0.0346, 0.0059], [-0.1838, -0.1299, 0.0537], [-0.1332, 0.0410, 0.4587], [0.2040, -0.0962, -0.0438], [-0.3282, -0.0951, -0.2890], [0.3677, -0.0581, 0.0201], [-0.2492, 0.0517, -0.0346], [-0.0680, -0.1323, -0.0955], [0.2402, 0.1123, 0.0971], [-0.4171, -0.1625, 0.0294], [0.2920, -0.2411, 0.3585], [-0.0429, 0.1732, 0.0401], [-0.1480, -0.1586, 0.2373], [0.0430, 0.1981, -0.2653], [0.0163, -0.2365, 0.1688], [-0.0695, -0.0389, -0.0068], [-0.0183, 0.0369, -0.2637], [-0.0117, 0.1365, -0.0379], [0.2120, -0.1187, -0.0350], [-0.1406, 0.1133, 0.0046], [0.0699, -0.1781, -0.0452], [0.0270, -0.0691, 0.0045], [-0.0651, 0.0518, 0.1004], [0.1476, -0.5800, 0.0245], [0.5536, -0.9749, 0.1495], [-0.2076, 0.6345, -0.6759], [0.1667, -0.4115, 0.7345], [0.0764, 0.0715, -0.8974], [-0.0382, 0.0040, 0.2591], [0.4553, 0.0437, -0.0493], [-0.1204, -0.3942, -0.2292], [-0.0791, 0.2737, -0.1285], [0.2185, 0.0693, 0.4203], [-0.2649, -0.1146, -0.0017], [-0.0087, 0.3991, 0.0101], [0.1073, -0.0810, -0.2579], [-1.1706, 0.1526, 0.2115], [-0.7227, 0.7193, 0.4312], [0.4902, 0.2200, 0.0277], [-0.1469, -0.2815, 0.0224], [-0.0050, 0.2517, -0.1168], [0.3298, 0.1302, 0.0747], [-0.0404, -0.1377, 0.1431], [0.2899, -0.3142, 0.0224], [-0.1688, 0.0895, -0.1562], [-0.1287, -0.3110, -0.0602], [-0.3061, -0.6537, -0.0776], [0.4192, 0.0720, -0.0093], [1.3059, -0.6626, -0.2343], [0.2005, 0.5841, 0.3488], [-0.3253, -0.3751, -0.0540], [0.0536, 0.5892, -0.1245], [-0.0633, 0.1865, -0.0491], [-0.2353, -0.1514, 0.2193], [-0.1252, 0.0438, 0.1360], [0.0167, -0.1573, -0.2004], [-0.1200, -0.1678, 0.0003], [-0.5231, -0.5244, 0.1827], [0.1612, 0.3734, 0.1177], [0.4722, 1.2465, 0.2408], [0.0096, -0.0182, 0.1345], [0.1428, -0.0501, -0.1733], [-0.2008, 0.1145, -0.0330], [-0.1235, 0.1607, 0.0517], [-0.0812, -0.0643, -0.1717], [-0.0763, -0.1540, 0.1240], [-0.0595, 0.1558, 0.1702], [0.3651, -0.1647, 0.1209], [-0.1058, 0.0717, -0.1883], [-0.0287, 0.0175, -0.2304], [0.1198, -0.1777, 0.1109], [-0.1967, -0.1287, 0.0330], [-0.0639, 0.0828, -0.3507], [0.1478, 0.1132, -0.0585], [-0.2536, 0.3969, -0.0633], [-0.2246, 0.0159, 0.1300], [0.1159, 0.0671, -0.1280], [0.0337, -0.1117, -0.0860], [0.0422, -0.0310, 0.1090], [-0.0264, 0.0354, 0.0125], [0.0546, 0.1985, 0.1507], [-0.1745, 0.0216, -0.1271], [0.0285, -0.2195, 0.0772], [0.1380, 0.0599, -0.1521], [-0.0577, 0.1266, 0.1696], [-0.0416, -0.2224, 0.0236], [0.1128, -0.0044, -0.1715], [-0.1930, 0.0526, -0.0358], [0.1196, 0.1518, 0.1617], [-0.1746, -0.3703, 0.0274]], "spin_multiplicity": 2, "relative_energy_kcal_mol": 0.0, "e_tot_ha": -6055.66024, "e_homo_ev": [-7.986, -7.924], "lumo_ev": [0.6409, -1.4000], "gap_ev": [8.627, 6.524]}

***

2.
{"formula": "C2H8S3", "method": "ωB97M-V with the def2-TZVPD basis set", "species": ["S", "S", "H", "H", "C", "C", "S", "H", "H", "H", "H", "H", "H"], "positions_angstrom": [[3.421, 0.131, -0.595], [2.545, -1.888, 0.002], [2.587, 0.843, 0.112], [3.677, -2.490, -0.562], [-0.851, -0.443, 0.652], [-1.649, 0.854, 0.269], [-2.201, 0.620, -1.474], [-1.373, -1.360, 1.049], [-0.429, -0.721, -0.264], [0.025, -0.151, 1.236], [-1.004, 1.640, 0.267], [-2.486, 0.861, 0.934], [-2.261, 2.104, -1.626]], "forces_ev_per_a": [[-0.0919, -2.2587, -0.1409], [1.9468, 1.3487, -1.1521], [-0.7184, 0.4195, 0.6550], [-1.1520, 0.4825, 0.6386], [-0.1630, 0.4752, 0.3800], [-1.2220, -4.6173, -0.1736], [-0.1548, 3.4368, 0.2451], [0.2247, 1.4145, -0.1341], [0.8687, -0.9393, -1.3984], [-0.3032, -0.2888, 0.5822], [1.4423, 2.3625, 0.3986], [-0.5373, 0.9617, 0.2757], [-0.1400, -2.7972, -0.1760]], "spin_multiplicity": 1, "relative_energy_kcal_mol": 35.3, "e_tot_ha": -1275.49064, "e_homo_ev": -8.960, "lumo_ev": -0.5678, "gap_ev": 8.392}

***

3.
{"formula": "C17H21N3O4S2", "method": "ωB97M-V with the def2-TZVPD basis set", "species": ["C", "H", "O", "C", "C", "C", "C", "C", "C", "H", "H", "N", "S", "O", "O", "C", "H", "H", "H", "C", "C", "O", "N", "H", "C", "C", "H", "H", "S", "C", "N", "C", "C", "C", "C", "H", "H", "H", "H", "H", "H", "H", "H", "H", "H", "H", "H"], "positions_angstrom": [[-3.666, -4.310, -0.897], [-3.564, -5.335, -1.251], [-2.366, -3.773, -0.907], [-2.197, -2.478, -0.509], [-3.212, -1.631, -0.079], [-2.924, -0.336, 0.314], [-1.621, 0.154, 0.280], [-0.608, -0.697, -0.160], [-0.893, -1.991, -0.544], [-0.107, -2.646, -0.885], [0.412, -0.354, -0.221], [-1.362, 1.458, 0.717], [-2.457, 2.689, 0.353], [-3.695, 2.425, 1.027], [-1.798, 3.920, 0.674], [-2.746, 2.581, -1.424], [-3.289, 1.667, -1.621], [-3.330, 3.449, -1.702], [-1.777, 2.583, -1.906], [-0.008, 1.885, 0.946], [0.779, 2.145, -0.340], [0.261, 2.205, -1.436], [2.092, 2.350, -0.122], [2.475, 2.167, 0.795], [3.053, 2.516, -1.185], [4.176, 1.492, -1.088], [4.614, 1.481, -0.091], [4.943, 1.701, -1.833], [3.622, -0.211, -1.437], [3.091, -0.775, 0.139], [3.135, 0.057, 1.167], [2.718, -0.385, 2.346], [2.232, -1.661, 2.555], [2.195, -2.533, 1.471], [2.637, -2.093, 0.242], [2.636, -2.725, -0.631], [1.824, -3.540, 1.589], [1.894, -1.967, 3.531], [2.780, 0.336, 3.153], [3.490, 3.521, -1.134], [2.510, 2.415, -2.129], [0.504, 1.150, 1.575], [-0.078, 2.834, 1.484], [-3.715, 0.305, 0.665], [-4.236, -1.966, -0.034], [-4.092, -4.317, 0.111], [-4.333, -3.761, -1.569]], "forces_ev_per_a": [[-0.1759, -0.0770, 0.0016], [-0.0673, 0.0657, 0.0314], [0.2772, 0.1808, 0.0186], [0.1035, 0.1094, 0.0090], [-0.0091, -0.3174, -0.1659], [0.1477, -0.0401, 0.0412], [-0.4877, -0.7948, -0.1505], [-0.0806, 0.1715, 0.0527], [-0.2266, -0.1514, 0.0199], [0.1124, -0.0819, -0.0476], [0.1468, 0.0233, -0.0123], [-0.2634, 1.0891, -0.1274], [-0.3019, 0.0384, -0.2224], [-0.0886, -0.2251, -0.1368], [0.3453, 0.0506, -0.2286], [0.3279, -0.0360, 0.7319], [-0.1070, -0.1551, -0.0399], [-0.1742, 0.1639, 0.1058], [0.0617, -0.0073, -0.0452], [0.0429, 0.2880, -0.0247], [0.2111, 0.0774, 0.3424], [-0.1464, -0.0681, -0.2113], [0.2276, 0.1732, 0.0950], [-0.1760, -0.0956, -0.1295], [0.0634, 0.1310, -0.1669], [-0.3261, -0.3574, -0.0266], [0.1397, 0.0711, -0.0875], [0.0400, 0.0043, 0.0462], [0.1285, 0.2139, -0.2357], [0.0769, 0.0501, 0.0121], [0.1875, 0.0079, -0.0502], [-0.0920, -0.2185, 0.3063], [-0.0255, -0.0339, -0.0246], [0.0588, 0.1365, 0.0290], [0.0440, 0.1501, 0.0721], [-0.0227, -0.1334, -0.0857], [-0.0403, -0.0890, 0.0011], [-0.0335, -0.0147, 0.0997], [-0.0416, -0.0465, 0.1484], [-0.0331, -0.0711, -0.0909], [0.1188, 0.0774, 0.1166], [-0.0649, 0.0475, -0.0494], [0.2827, -0.1767, 0.0215], [-0.0936, -0.0745, 0.0590], [-0.0867, -0.0600, 0.0021], [0.0046, 0.0131, -0.0380], [0.0155, -0.0086, 0.0337]], "spin_multiplicity": 1, "relative_energy_kcal_mol": 65.2, "e_tot_ha": -1922.00947, "e_homo_ev": -7.935, "lumo_ev": 0.6015, "gap_ev": 8.536}

***

4.
{"formula": "C2H4I2N2O", "method": "ωB97M-V with the def2-TZVPD basis set", "species": ["C", "C", "N", "N", "O", "I", "I", "H", "H", "H", "H"], "positions_angstrom": [[1.376, -1.701, 0.902], [-1.469, 0.030, 0.260], [-1.027, -1.353, 0.468], [0.355, -1.434, 0.383], [2.473, -1.932, 1.303], [3.691, 1.344, 0.769], [4.792, -0.317, -0.950], [-2.367, 0.156, -0.131], [-1.502, 0.363, 1.270], [-0.624, 0.655, -0.206], [-1.526, -2.113, -0.146]], "forces_ev_per_a": [[2.0472, -0.6376, 1.2123], [5.8000, 0.1781, 1.9046], [-1.2379, -2.2724, -1.4090], [-1.4283, 0.0900, -1.1213], [-1.2378, 0.2118, -0.4586], [-0.0770, 0.1686, 0.1105], [0.0799, -0.1106, -0.1326], [-3.9045, 0.1798, -2.2104], [-0.2958, 0.9962, 0.8245], [-1.5139, -0.9477, 0.0862], [1.7681, 2.1437, 1.1939]], "spin_multiplicity": 1, "relative_energy_kcal_mol": 11.5, "e_tot_ha": -858.68019, "e_homo_ev": -8.929, "lumo_ev": -1.3820, "gap_ev": 7.547}

***

5.
{"formula": "C4H11BO2P", "method": "ωB97M-V with the def2-TZVPD basis set", "species": ["C", "B", "O", "P", "C", "C", "C", "O", "H", "H", "H", "H", "H", "H", "H", "H", "H", "H", "H"], "positions_angstrom": [[3.009, -0.687, -0.617], [1.925, 0.465, -0.257], [2.055, 1.705, -0.961], [0.577, 0.128, 1.089], [-0.918, -0.813, 0.461], [-2.105, 0.318, 0.065], [-3.531, -0.371, -0.439], [-2.447, 0.397, -1.354], [2.531, -1.653, -0.944], [3.617, -0.875, 0.333], [3.763, -0.290, -1.365], [2.596, 2.266, -0.360], [0.264, 1.372, 1.710], [1.210, -0.712, 2.075], [-0.714, -1.350, -0.507], [-1.366, -1.454, 1.267], [-2.173, 1.281, 0.723], [-4.055, 0.330, 0.333], [-4.239, -0.057, -1.253]], "forces_ev_per_a": [[-0.0906, 0.5458, 0.7320], [2.5846, 0.6164, -3.0917], [-0.2701, -1.6725, 2.6544], [-0.3935, -0.9041, 0.5620], [-2.1108, 2.0143, -0.6136], [-0.1461, -2.8054, -3.1777], [0.7242, 2.6067, 1.5637], [1.2398, 1.8466, 4.7045], [0.6734, 0.8037, 0.3329], [-0.8094, -0.0934, -1.0005], [-1.1807, -0.5720, 0.6671], [-0.4017, 0.2682, -0.7757], [-0.2174, -0.6746, -0.0550], [-0.4273, 0.7060, -0.4546], [-0.0366, 0.3947, 1.1871], [0.7450, 0.5103, -0.7954], [-0.0547, -1.8251, -1.3363], [0.2709, 0.4140, -1.3470], [-0.0989, -2.1796, 0.2441]], "spin_multiplicity": 1, "e_tot_ha": -675.20785, "total_charge": 1, "e_homo_ev": -12.388, "lumo_ev": -4.9837, "gap_ev": 7.405}